1.
ORCA calculation (ωB97M-V/def2-TZVPD) on C4H8O in the gas phase in a non-equilibrium geometry.

Values from the calculation:
**Kohn-Sham gap**: 10.69 eV
**ΔE to the lowest compared entry with this formula, charge and spin**: 244.4 kJ/mol
**Net charge**: 0
**Structure (SMILES)**: C=CCOC

```
13
C4H8O ωB97M-V/def2-TZVPD
C -1.61583 -0.54363 0.06337
C -1.02894 0.60717 -0.48557
C 0.11176 1.17564 0.26610
O 1.41487 0.65354 -0.22849
C 1.44538 -0.79493 -0.15826
H -2.57949 -0.95179 -0.38588
H -1.18864 -1.10794 0.98367
H -1.16701 1.20516 -1.39091
H 0.19561 2.25198 0.32796
H 0.03223 0.93881 1.38464
H 0.39461 -1.19999 -0.46228
H 2.28582 -1.05934 -0.81613
H 1.69962 -1.17470 0.90178
```

=====

2.
ORCA calculation (ωB97M-V/def2-TZVPD) on C4H3ClO2 in the gas phase in a non-equilibrium geometry.

Values from the calculation:
**Kohn-Sham gap**: 10.06 eV
**ΔE to the lowest compared entry with this formula, charge and spin**: 276.9 kJ/mol
**Net charge**: 0
**Structure (SMILES)**: CC(=O)OC#CCl

```
10
C4H3ClO2 ωB97M-V/def2-TZVPD
C -1.41644 1.07368 0.70136
C -0.56943 -0.11457 0.57569
O -0.64945 -1.18015 1.12493
O 0.45165 0.06550 -0.34077
C 1.41852 -0.72859 -0.79950
C 2.24449 -1.17534 -1.58682
Cl 3.46181 -2.19713 -2.01828
H -0.88408 1.68716 1.43858
H -2.41624 1.06630 1.11649
H -1.64083 1.50316 -0.21169
```

=====

3.
ORCA calculation (ωB97M-V/def2-TZVPD) on C20H20N2O3 in the gas phase.

Values from the calculation:
**Kohn-Sham gap**: 8.46 eV
**ΔE to the lowest compared entry with this formula, charge and spin**: 60.5 kJ/mol
**Net charge**: 0
**Structure (SMILES)**: Cc1ccc2c(c1)cc(C(=O)N[C@@H](Cc1ccccc1)C(=O)O)n2C

```
45
C20H20N2O3 ωB97M-V/def2-TZVPD
C -6.70035 -0.35590 -0.54323
C -5.23271 -0.27004 -0.24374
C -4.82305 0.15242 1.03253
C -3.49666 0.25431 1.38266
C -2.54585 -0.07830 0.42250
C -2.93471 -0.50307 -0.87130
C -4.29050 -0.59803 -1.19335
C -1.73808 -0.74586 -1.58733
C -0.69290 -0.48942 -0.73395
C 0.72798 -0.68062 -1.06269
O 1.18872 -0.44911 -2.16346
N 1.50039 -1.15486 -0.03869
C 2.87167 -1.53112 -0.27150
C 3.85045 -0.59118 0.47386
C 3.51433 0.84140 0.16703
C 2.98043 1.66627 1.14765
C 2.62059 2.97064 0.85289
C 2.78702 3.46113 -0.42989
C 3.32563 2.64666 -1.41212
C 3.68829 1.34619 -1.11551
C 3.09951 -2.94984 0.20820
O 2.34963 -3.54516 0.93641
O 4.25008 -3.45630 -0.23212
N -1.18051 -0.08405 0.49052
C -0.42313 0.44191 1.59260
H -7.18853 -1.04960 0.14065
H -6.86946 -0.69635 -1.56145
H -7.17136 0.61889 -0.42027
H -5.58267 0.40124 1.75985
H -3.21124 0.57377 2.37398
H -4.58799 -0.92516 -2.17876
H -1.64351 -1.08576 -2.59880
H 1.06180 -1.58557 0.76201
H 3.05260 -1.46265 -1.35023
H 3.77072 -0.77069 1.54852
H 4.86549 -0.83031 0.15242
H 2.85258 1.28877 2.15352
H 2.20535 3.60098 1.62603
H 2.49881 4.47527 -0.66337
H 3.45816 3.02453 -2.41455
H 4.10180 0.71568 -1.88776
H 4.38236 -4.35699 0.10580
H -0.95831 1.28886 2.02475
H 0.54920 0.78769 1.24415
H -0.28208 -0.31067 2.37552
```

=====

4.
ORCA calculation (ωB97M-V/def2-TZVPD) on C5H5FN2 in the gas phase in a non-equilibrium geometry.

Values from the calculation:
**Kohn-Sham gap**: 9.26 eV
**ΔE to the lowest compared entry with this formula, charge and spin**: 225.1 kJ/mol
**Net charge**: 0
**Structure (SMILES)**: C=C=C1N=CN[C@H]1F

```
13
C5H5FN2 ωB97M-V/def2-TZVPD
C -2.87186 0.07432 0.21889
C -1.62725 -0.17138 0.08229
C -0.28070 -0.04701 0.01676
N 0.20631 1.15755 0.52266
C 1.44410 1.31373 0.24339
N 1.89870 0.09094 -0.42093
C 0.89943 -0.88733 -0.42136
F 1.15533 -1.96429 0.51761
H -3.45022 -0.31223 1.10298
H -3.33729 0.51186 -0.64441
H 2.14169 1.93461 0.60972
H 2.86771 -0.14508 -0.47201
H 0.95406 -1.55569 -1.35558
```

=====

5.
ORCA calculation (ωB97M-V/def2-TZVPD) on a molecular structure, C21H11CrF5N2O4S2Se in a non-equilibrium geometry.

Values from the calculation:
**Kohn-Sham gap (spin up / spin down)**: 5.94 / 6.02 eV
**ΔE to the lowest compared entry with this formula, charge and spin**: 50.9 kJ/mol
**2S+1**: 2
**Net charge**: -1
**<S²>**: 0.764

```
47
C21H11CrF5N2O4S2Se ωB97M-V/def2-TZVPD
Cr 0.63897 -0.65133 -0.38875
F 2.92510 -0.42997 5.89860
C 2.93570 -0.56661 4.56593
C 1.75819 -0.55804 3.85022
F 0.58720 -0.41269 4.48187
C 1.81616 -0.69708 2.48322
F 0.63354 -0.68317 1.80207
C 2.97682 -0.85780 1.74691
S 2.95302 -1.09875 0.03145
C 4.14288 -0.85399 2.51120
F 5.32990 -0.99784 1.91164
C 4.12815 -0.71542 3.88403
F 5.27561 -0.72160 4.57505
O -1.09107 -0.07674 -3.77822
C -0.18157 0.27381 -3.03833
O 0.50594 -0.56604 -2.31368
C 0.15455 1.73948 -2.95164
C -0.06586 2.48294 -4.11407
C 0.20781 3.83527 -4.17374
C 0.69831 4.47446 -3.03838
C 0.91039 3.75735 -1.87838
C 0.64832 2.37907 -1.80639
S 0.98744 1.63278 -0.24884
H -0.46625 1.95775 -4.97190
H 0.03888 4.38920 -5.08960
H 0.91720 5.53665 -3.06003
H 1.29241 4.24998 -0.99107
C 0.11813 -4.88814 -1.08995
C 0.81621 -3.53680 -1.09995
O 1.81098 -3.37372 -1.76916
O 0.21626 -2.64872 -0.31835
H 0.31456 -5.40439 -2.02718
H -0.95416 -4.78250 -0.92703
H 0.52494 -5.48400 -0.26949
Se -2.16862 -1.69806 -1.48523
N -1.39971 -0.54129 -0.39342
C -2.35971 -0.01509 0.38717
C -2.15940 0.96290 1.39399
C -3.24205 1.38793 2.10528
C -4.55122 0.88407 1.85657
C -4.77358 -0.04718 0.89008
C -3.67263 -0.51880 0.12785
N -3.76062 -1.43166 -0.85271
H -1.16884 1.35855 1.56726
H -3.10344 2.13331 2.87865
H -5.38147 1.25557 2.44448
H -5.76334 -0.43363 0.68197
```

=====

6.
ORCA calculation (ωB97M-V/def2-TZVPD) on C3H10N2OS in the gas phase in a non-equilibrium geometry.

Values from the calculation:
**Kohn-Sham gap**: 10.13 eV
**ΔE to the lowest compared entry with this formula, charge and spin**: 322.7 kJ/mol
**Net charge**: 0
**Structure (SMILES)**: CC(C)[S@](=N)(N)=O

```
17
C3H10N2OS ωB97M-V/def2-TZVPD
C -1.03410 0.68503 1.15293
C 0.01096 -0.17388 0.46064
C 1.39927 0.17005 0.83576
S -0.27265 0.04409 -1.30430
N -1.75384 0.27236 -1.47674
N 0.12145 -1.39366 -1.87438
O 0.58263 1.10654 -1.93636
H -1.91633 0.22692 1.74665
H -0.44694 1.41923 1.72160
H -1.55800 1.18678 0.31949
H -0.24238 -1.22943 0.67519
H 1.71494 1.21369 0.48676
H 2.06643 -0.42226 0.31050
H 1.69376 0.18902 1.85735
H -1.92623 0.93116 -2.19131
H -0.62645 -1.82771 -2.48063
H 1.05396 -1.33289 -2.44634
```

=====

7.
ORCA calculation (ωB97M-V/def2-TZVPD) on a molecular structure, C21H66CrO26P5 in a non-equilibrium geometry.

Values from the calculation:
**Kohn-Sham gap (spin up / spin down)**: 7.89 / 8.36 eV
**2S+1**: 4
**Net charge**: 0
**<S²>**: 3.773

```
119
C21H66CrO26P5 ωB97M-V/def2-TZVPD
Cr -1.76078 1.30113 -0.69296
C -0.93747 2.32476 -3.36248
O -0.66078 2.13559 -1.99944
H -0.40839 3.19740 -3.72705
H -0.48844 1.50826 -4.02874
H -2.08383 2.34276 -3.51697
C 0.64418 -0.09638 -0.11555
O -0.72544 -0.13491 -0.20832
H 1.20133 -0.29460 -1.02516
H 1.05014 0.88423 0.15739
H 1.12533 -0.71661 0.69580
C -1.12887 2.38881 2.03599
O -1.23846 2.69087 0.60349
H -0.32182 1.66324 2.18005
H -1.16909 3.33554 2.60716
H -1.97066 1.76797 2.36769
C -5.23605 0.89181 2.54454
O -5.28020 -0.21635 1.67465
P -3.95992 -0.65708 0.91843
O -2.97373 0.39874 0.67010
O -3.25722 -1.74809 1.80189
C -3.94550 -2.96799 2.31208
O -4.48925 -1.59851 -0.25459
C -5.32669 -0.80382 -1.21665
H -4.78028 1.73583 1.99734
H -4.57929 0.64016 3.41508
H -6.27311 1.15290 2.82077
H -5.01243 -2.79900 2.43027
H -3.40582 -3.29435 3.17813
H -3.86147 -3.73059 1.47224
H -5.52140 -1.40987 -2.09025
H -4.76667 0.12306 -1.49753
H -6.27889 -0.56267 -0.68407
C 2.55268 -4.22879 1.17958
O 1.54020 -4.24352 2.16473
P 0.07773 -4.73220 1.83557
O -0.13358 -5.49086 0.61794
O -0.79322 -3.43410 1.91648
C -0.30362 -2.24876 2.62363
O -0.41094 -5.41846 3.24393
C 0.59976 -6.18403 3.90365
H 2.27545 -4.88210 0.32456
H 3.41937 -4.70942 1.57051
H 2.80334 -3.20452 0.86460
H 0.67219 -2.00313 2.16679
H -0.16787 -2.50637 3.68830
H -1.00706 -1.49552 2.53273
H 0.07811 -6.79325 4.63522
H 1.33874 -5.49252 4.32313
H 1.07515 -6.81424 3.25208
C -2.10685 -3.07564 -1.60148
O -2.28103 -2.42141 -2.78951
P -1.87437 -0.97166 -3.08572
O -2.59356 0.02916 -2.31175
O -0.37559 -0.98192 -3.05158
C 0.53790 -1.94822 -3.54942
O -2.36453 -0.87442 -4.59555
C -3.69404 -0.56157 -4.94067
H -2.99613 -3.72402 -1.40586
H -1.91749 -2.40518 -0.80360
H -1.22230 -3.69368 -1.61326
H 1.53440 -1.70127 -3.22696
H 0.59151 -1.82284 -4.65013
H 0.22020 -2.92745 -3.27991
H -4.33711 -1.06681 -4.25327
H -3.96121 -0.95776 -5.94334
H -3.68040 0.50785 -5.01085
C 6.62637 -1.49364 6.30258
O 6.18457 -1.16545 4.94907
P 5.46629 0.24738 4.71158
O 5.42188 1.16148 5.85813
O 6.11609 0.81114 3.38114
C 7.43070 1.27426 3.33965
O 4.08880 -0.21241 4.07307
C 2.94916 -0.28744 4.90830
H 6.62315 -0.62645 6.95024
H 7.65111 -1.92923 6.22343
H 5.95209 -2.23824 6.73968
H 8.07591 0.53215 3.74802
H 7.50280 2.20079 3.96034
H 7.64698 1.46691 2.30914
H 3.05485 0.32603 5.74644
H 2.89734 -1.36998 5.20948
H 2.13541 -0.07330 4.25585
C -3.81912 5.08967 1.71321
O -3.58014 3.99796 0.98578
P -3.54188 3.97588 -0.57646
O -3.26344 2.68509 -1.07475
O -4.98843 4.42235 -0.99950
C -5.20549 5.19817 -2.18695
O -2.66658 5.23263 -0.96481
C -1.42759 5.11116 -1.68565
H -3.37058 6.05570 1.34790
H -3.53342 4.96882 2.73921
H -4.90766 5.37114 1.69273
H -4.62533 4.75308 -3.00323
H -4.98287 6.24671 -2.08292
H -6.20852 5.04677 -2.46886
H -0.65603 5.79741 -1.27542
H -1.56017 5.33345 -2.70395
H -0.96690 4.13770 -1.58165
C 4.71485 -0.10738 -2.65990
O 3.34873 -0.29879 -2.33418
H 4.95752 -0.75859 -3.46389
H 4.85742 0.86344 -3.09224
H 5.42197 -0.04080 -1.81033
H 2.87989 0.54005 -2.14124
C 4.71691 -0.79350 -6.88255
O 4.80800 -1.84073 -7.77848
H 3.77724 -0.26467 -6.87523
H 4.83275 -1.07250 -5.82077
H 5.51715 -0.06586 -7.13720
H 4.16028 -2.49532 -7.70216
C 2.63870 3.06598 -1.34811
O 2.07057 2.13062 -2.24799
H 3.26093 2.58005 -0.57152
H 3.32744 3.77802 -1.92819
H 1.88438 3.61984 -0.80301
H 1.03112 2.13883 -2.13772
```

=====

8.
ORCA calculation (ωB97M-V/def2-TZVPD) on a molecular structure, C36H42AgBrClN2O9PS3.

Values from the calculation:
**Kohn-Sham gap**: 6.23 eV
**Net charge**: -2

```
96
C36H42AgBrClN2O9PS3 ωB97M-V/def2-TZVPD
Ag 1.05253 -0.43994 1.06791
O 2.10949 -4.16961 0.87329
C 1.80929 -4.72865 2.04267
C 1.50833 -6.09388 2.10090
C 1.19862 -6.69926 3.30686
C 1.18843 -5.96200 4.48663
C 1.49107 -4.60694 4.42579
C 1.79214 -3.97154 3.22851
C 2.12243 -2.48033 3.20820
O 2.47679 -1.99495 1.98588
N 0.91772 -1.80343 3.79190
N 0.81493 -0.49168 3.56343
C -0.32516 0.06287 3.72474
C -0.50808 1.50878 3.63002
Br 1.08111 2.54089 3.52507
C -1.72552 2.04976 3.69482
C -2.16772 3.45345 3.65687
C -3.32359 3.80581 4.35778
C -3.81364 5.10299 4.33928
C -3.16177 6.08317 3.60291
C -2.02284 5.74439 2.88454
C -1.53399 4.44628 2.90725
H 2.27325 -3.16674 1.12041
H 1.50894 -6.65182 1.17239
H 0.95682 -7.75636 3.32592
H 0.94726 -6.43112 5.43287
H 1.49647 -4.01598 5.33765
H 2.92900 -2.32085 3.94420
H 0.05586 -2.34127 3.69609
H -1.22624 -0.52524 3.91593
H -2.52689 1.32135 3.79244
H -3.84250 3.04166 4.92547
H -4.71025 5.34704 4.89636
H -3.54112 7.09738 3.58336
H -1.51438 6.49388 2.28962
H -0.65562 4.18747 2.33566
C 1.68902 -3.85728 -2.74231
C 1.75936 -2.34727 -2.64463
C 1.20298 -1.66449 -3.87905
O 3.15050 -2.03346 -2.42850
P 3.69215 -0.52802 -2.19849
S 4.31451 0.28852 -3.88152
S 2.31052 0.48392 -1.19795
O 4.93228 -0.81131 -1.22715
C 5.71175 -2.00289 -1.03582
C 6.27315 -2.52197 -2.35119
C 4.96027 -3.05851 -0.24082
H 0.65691 -4.16553 -2.92158
H 2.02770 -4.32183 -1.81735
H 2.30981 -4.20151 -3.57506
H 1.20868 -2.01004 -1.76326
H 1.75025 -1.98209 -4.77081
H 1.28551 -0.58010 -3.80597
H 0.14975 -1.93543 -3.98398
H 6.54308 -1.64136 -0.42550
H 5.46363 -2.84151 -3.00700
H 6.92396 -3.37880 -2.15178
H 6.84166 -1.74701 -2.86544
H 4.24122 -3.58478 -0.86447
H 4.41427 -2.60729 0.59124
H 5.67495 -3.78503 0.15783
O -0.37153 1.56105 0.62954
S -0.24111 2.35088 -0.64480
C -0.75001 1.26764 -2.01646
C -2.21492 1.03873 -2.23667
C -2.76539 1.22934 -3.50115
C -4.11593 1.00503 -3.72632
C -4.93263 0.58561 -2.68335
C -4.38512 0.38259 -1.42181
C -3.03355 0.60360 -1.19820
C -1.63364 3.51480 -0.57165
C -1.89452 4.24900 -1.85419
C -3.15374 4.22246 -2.44420
C -3.39493 4.90861 -3.62518
C -2.37362 5.61824 -4.24280
C -1.10998 5.64265 -3.66666
C -0.87475 4.96777 -2.47703
H -0.23769 0.33721 -1.74801
H -0.25336 1.67750 -2.89737
H -2.13078 1.57553 -4.31025
H -4.53003 1.16115 -4.71551
H -5.98470 0.39476 -2.85869
H -4.99926 0.02000 -0.60712
H -2.60791 0.41025 -0.21937
H -1.31261 4.20290 0.21068
H -2.49297 2.95041 -0.20892
H -3.94118 3.63425 -1.98608
H -4.37865 4.86530 -4.07646
H -2.55822 6.14318 -5.17221
H -0.30316 6.18347 -4.14524
H 0.11455 4.98285 -2.03255
O -1.16189 -2.95306 1.92725
Cl -1.95754 -2.10679 1.06317
O -2.49400 -1.00372 1.84710
O -3.03981 -2.85642 0.46890
O -1.10449 -1.56724 -0.00143
```

=====

The evaluated energy for the records listed, in turn: -6322.635; -20810.546; -30188.901; -10960.795; -162153.982; -19133.684; -150957.437; -187777.430 eV.